1.
{"formula": "C11H42O11", "method": "ωB97M-V/def2-TZVPD", "e_above_lowest_kcal_mol": 54.7, "total_charge": -2, "gap_ha": 0.120, "species": ["C", "O", "H", "H", "H", "C", "O", "H", "H", "H", "C", "O", "H", "H", "H", "H", "C", "O", "H", "H", "H", "H", "C", "O", "H", "H", "H", "H", "C", "O", "H", "H", "H", "H", "C", "O", "H", "H", "H", "H", "C", "O", "H", "H", "H", "H", "C", "O", "H", "H", "H", "H", "C", "O", "H", "H", "H", "H", "C", "O", "H", "H", "H", "H"], "coordinates": [[-3.81, 2.20, -4.13], [-3.19, 1.74, -5.28], [-3.17, 2.94, -3.63], [-4.68, 2.81, -4.38], [-4.11, 1.38, -3.48], [0.18, -0.03, -0.08], [1.12, -0.32, -1.10], [0.63, 0.40, 0.82], [-0.55, 0.71, -0.39], [-0.35, -0.92, 0.25], [1.16, 4.96, -3.51], [1.68, 4.33, -4.67], [1.92, 5.66, -3.15], [0.32, 5.60, -3.77], [0.99, 4.23, -2.71], [1.88, 5.04, -5.27], [-2.03, 4.87, 1.11], [-2.65, 3.76, 1.76], [-0.95, 4.90, 1.24], [-2.33, 4.84, 0.06], [-2.34, 5.84, 1.49], [-2.35, 2.96, 1.32], [4.59, -2.81, 1.45], [4.84, -1.63, 0.64], [4.82, -3.71, 0.88], [5.27, -2.87, 2.30], [3.54, -2.75, 1.71], [4.03, -1.43, 0.17], [0.06, 2.08, 5.93], [0.39, 1.00, 6.85], [-0.87, 2.49, 6.32], [0.82, 2.86, 5.91], [-0.03, 1.69, 4.91], [1.25, 0.59, 6.73], [-1.70, -4.47, 4.33], [-1.94, -5.13, 3.14], [-0.74, -4.68, 4.80], [-1.73, -3.39, 4.19], [-2.41, -4.67, 5.13], [-2.82, -4.83, 2.89], [4.36, -4.80, -3.84], [3.42, -3.77, -3.88], [4.68, -5.11, -4.83], [5.25, -4.44, -3.31], [3.91, -5.66, -3.35], [3.24, -3.49, -2.98], [-5.30, -1.79, 0.71], [-5.58, -3.13, 1.07], [-5.22, -1.80, -0.38], [-6.07, -1.08, 1.01], [-4.37, -1.53, 1.21], [-6.41, -3.29, 0.62], [-2.55, -3.44, -4.04], [-1.40, -3.81, -4.75], [-2.65, -4.23, -3.30], [-2.44, -2.47, -3.57], [-3.47, -3.48, -4.62], [-1.34, -4.77, -4.68], [4.29, 4.02, 1.97], [5.40, 4.66, 2.57], [4.53, 3.62, 0.99], [3.96, 3.25, 2.66], [3.53, 4.77, 1.74], [5.51, 5.53, 2.17]]}

=====

2.
{"formula": "C57H56BrCl2IO9P2", "method": "ωB97M-V/def2-TZVPD", "total_charge": 0, "gap_ha": 0.253, "species": ["C", "C", "C", "O", "C", "I", "P", "C", "C", "C", "C", "C", "C", "C", "C", "C", "C", "C", "O", "C", "C", "O", "O", "C", "C", "C", "C", "C", "C", "C", "C", "C", "P", "O", "Br", "C", "Cl", "C", "C", "Cl", "H", "H", "H", "H", "H", "H", "H", "H", "H", "H", "H", "H", "H", "H", "H", "H", "H", "H", "H", "H", "H", "H", "H", "H", "H", "H", "H", "H", "H", "H", "H", "H", "H", "H", "H", "H", "H", "H", "H", "H", "C", "C", "C", "C", "C", "C", "C", "O", "C", "C", "C", "C", "C", "C", "C", "O", "H", "H", "H", "H", "H", "H", "H", "H", "C", "C", "C", "C", "C", "C", "C", "O", "C", "C", "C", "C", "C", "C", "C", "O", "H", "H", "H", "H", "H", "H", "H", "H"], "coordinates": [[5.28, -3.62, -3.06], [4.10, -4.37, -3.20], [2.59, -5.09, -3.26], [1.52, -4.26, -3.68], [0.97, -3.26, -2.77], [1.68, -3.42, -0.66], [1.66, -1.60, -3.38], [2.59, -1.97, -5.06], [0.37, -0.33, -3.94], [-0.14, 0.71, -2.78], [-0.66, -3.51, -2.92], [-0.84, -5.05, -2.28], [-2.14, -5.66, -1.89], [-1.69, -2.44, -2.34], [-1.46, -1.76, -0.88], [-1.77, -2.78, 0.41], [-3.32, -2.70, 0.93], [-4.23, -4.03, 0.57], [-3.62, -5.31, 0.95], [-4.61, -6.42, 0.90], [-5.16, -7.14, -0.47], [-5.14, -6.88, 2.07], [-0.83, -3.68, -4.38], [-2.19, -3.84, -4.83], [-2.82, -2.56, -5.67], [-4.45, -2.47, -5.67], [-5.14, -1.72, -6.99], [-6.76, -1.49, -7.13], [-7.81, -2.00, -5.96], [-7.13, -2.77, -4.66], [-8.04, -3.39, -3.41], [-5.48, -2.98, -4.50], [-2.14, -5.28, -6.14], [-3.40, -4.99, -7.37], [-2.77, -7.20, -5.11], [2.79, -6.23, -4.48], [3.45, -5.69, -6.15], [2.47, -7.68, -4.30], [2.73, -8.83, -5.49], [1.75, -8.39, -2.72], [6.17, -2.93, -2.69], [2.51, -5.74, -2.31], [3.72, -2.22, -4.91], [2.57, -0.93, -5.65], [2.00, -2.73, -5.73], [0.92, 0.36, -4.76], [-0.48, -0.87, -4.53], [0.00, 1.83, -3.10], [-1.29, 0.55, -2.53], [0.46, 0.54, -1.76], [0.11, -5.73, -2.06], [-2.19, -6.84, -1.75], [-3.16, -5.09, -1.77], [-2.75, -2.99, -2.24], [-1.95, -1.54, -3.08], [-2.28, -0.90, -0.77], [-0.42, -1.20, -0.75], [-1.05, -2.39, 1.28], [-1.42, -3.89, 0.19], [-3.91, -1.77, 0.52], [-3.28, -2.59, 2.12], [-4.59, -3.96, -0.55], [-5.22, -3.92, 1.23], [-4.55, -8.09, -0.79], [-5.23, -6.40, -1.39], [-6.27, -7.51, -0.28], [-3.00, -4.17, -4.06], [-2.43, -1.56, -5.21], [-2.45, -2.58, -6.80], [-4.45, -1.31, -7.87], [-7.14, -0.92, -8.10], [-8.98, -1.85, -6.04], [-7.51, -4.43, -3.13], [-9.10, -3.63, -3.86], [-8.09, -2.68, -2.48], [-5.05, -3.50, -3.55], [-2.92, -5.10, -8.26], [2.00, -9.73, -5.27], [2.57, -8.40, -6.57], [3.82, -9.23, -5.30], [2.70, 0.67, 1.67], [3.64, 1.03, 2.64], [3.74, 2.35, 3.06], [2.90, 3.33, 2.51], [1.98, 2.98, 1.52], [1.87, 1.64, 1.11], [1.13, 4.01, 0.89], [0.32, 3.70, 0.03], [1.28, 5.42, 1.31], [0.52, 6.41, 0.68], [0.64, 7.74, 1.08], [1.52, 8.08, 2.11], [2.28, 7.10, 2.74], [2.17, 5.76, 2.33], [3.00, 4.73, 2.97], [3.78, 5.03, 3.88], [2.61, -0.37, 1.35], [4.29, 0.27, 3.07], [4.47, 2.62, 3.82], [1.14, 1.36, 0.35], [-0.17, 6.16, -0.12], [0.06, 8.52, 0.59], [1.61, 9.12, 2.43], [2.97, 7.37, 3.54], [1.21, 9.89, 10.65], [2.14, 9.66, 11.68], [3.34, 9.02, 11.40], [3.62, 8.58, 10.10], [2.68, 8.77, 9.08], [1.48, 9.44, 9.36], [2.94, 8.27, 7.72], [2.12, 8.45, 6.83], [4.20, 7.54, 7.45], [4.43, 7.01, 6.17], [5.62, 6.33, 5.91], [6.58, 6.19, 6.90], [6.35, 6.72, 8.18], [5.15, 7.38, 8.45], [4.90, 7.91, 9.81], [5.75, 7.78, 10.69], [0.28, 10.40, 10.87], [1.92, 10.00, 12.69], [4.06, 8.85, 12.20], [0.75, 9.61, 8.57], [3.68, 7.12, 5.39], [5.80, 5.91, 4.92], [7.51, 5.67, 6.69], [7.11, 6.60, 8.95]]}

=====

Let's list E_LUMO in order: 0.138, -0.043 Ha.
Let's list total energy in order: -1271.56097, -7356.71116 hartree.